# 1
Formula: C6H6O2
Source: the OMol25 dataset
Level of theory: ωB97M-V/def2-TZVPD

Structure (XYZ):
```
14
Properties=species:S:1:pos:R:3:nbo_charge:R:1
O 1.05 2.22 0.94 -0.53
O -0.47 0.35 -2.38 -0.50
C -1.14 -0.60 0.24 -0.38
C 0.25 -0.84 -0.43 -0.35
C -0.22 0.25 -1.22 0.56
C 1.25 -0.34 0.45 -0.50
C 0.71 1.05 0.55 0.57
C -0.84 0.90 0.00 -0.39
H -1.41 -0.77 1.40 0.23
H -1.40 1.88 -0.18 0.27
H 1.27 -0.69 1.67 0.25
H -1.99 -1.11 -0.29 0.25
H 2.35 -0.49 0.16 0.27
H 0.56 -1.82 -0.92 0.24
```

**HOMO energy**: -9.3 eV
**Total charge**: 0
**ΔE to the lowest compared entry with this formula, charge and spin**: 71.5 kcal per mole
**Multiplicity**: 1
**Kohn-Sham gap**: 9.7 eV
**LUMO energy**: 0.3 eV
**Calculated total energy**: -382.57187 Eh

***

# 2
Formula: C6H6O2P
Source: the OMol25 dataset
Level of theory: ωB97M-V/def2-TZVPD

Structure (XYZ):
```
15
Properties=species:S:1:pos:R:3:mulliken_spin:R:1
P 0.82 -2.28 0.65 0.12
O 2.44 0.60 -1.18 0.02
O 1.91 -1.09 0.06 0.01
C 0.11 0.11 -1.11 0.77
C 1.55 -0.14 -0.76 -0.08
C -1.24 0.92 0.90 0.31
C -0.50 1.28 -0.40 -0.10
C -0.74 -1.47 0.58 0.99
C -1.07 -0.28 1.41 -0.18
H 0.07 0.15 -2.27 0.01
H 0.37 1.90 -0.11 0.03
H -1.29 1.88 -0.97 0.01
H -1.74 1.80 1.39 0.02
H 0.82 -2.86 -0.60 0.04
H -1.53 -0.50 2.40 0.02
```

**HOMO energy (alpha / beta)**: -1.5 / -2.4 eV
**Total charge**: -1
**ΔE to the lowest compared entry with this formula, charge and spin**: 51.0 kcal per mole
**Multiplicity**: 3
**Kohn-Sham gap (alpha / beta)**: 5.6 / 5.4 eV
**LUMO energy (alpha / beta)**: 4.1 / 3.0 eV
**Calculated total energy**: -723.89416 Eh
**⟨S²⟩**: 2.03

***

# 3
Formula: C6H6O3S
Source: the OMol25 dataset
Level of theory: ωB97M-V/def2-TZVPD

Structure (XYZ):
```
16
Properties=species:S:1:pos:R:3:nbo_charge:R:1
S 0.93 -1.92 -0.68 0.26
O -1.56 2.22 0.20 -0.51
O 1.89 0.52 -1.08 -0.64
O -2.08 -0.54 1.26 -0.52
C -0.18 0.32 0.12 -0.38
C -1.09 -0.75 0.57 0.56
C -0.68 -2.14 0.13 -0.60
C 0.87 -0.20 -0.52 0.26
C 0.75 2.67 0.58 -0.71
C -0.42 1.77 0.29 0.57
H 1.15 3.04 -0.35 0.24
H 0.42 3.47 1.24 0.24
H -1.41 -2.53 -0.54 0.26
H 1.56 2.14 1.09 0.22
H 2.44 -0.15 -1.50 0.49
H -0.57 -2.78 1.00 0.26
```

**HOMO energy**: -9.2 eV
**Total charge**: 0
**ΔE to the lowest compared entry with this formula, charge and spin**: 0.0 kcal per mole
**Multiplicity**: 1
**Structure (SMILES)**: CC(=O)C1=C(O)SCC1=O
**Kohn-Sham gap**: 9.3 eV
**LUMO energy**: 0.1 eV
**Calculated total energy**: -856.12465 Eh

***

# 4
Formula: C6H6O4
Source: the OMol25 dataset
Level of theory: ωB97M-V/def2-TZVPD

Structure (XYZ):
```
16
Properties=species:S:1:pos:R:3:nbo_charge:R:1
O 3.01 -0.18 0.41 -0.63
O -0.79 1.06 -1.85 -0.62
O 3.08 -1.71 1.84 -0.57
O -2.94 1.76 -1.95 -0.68
C -1.42 -0.35 0.54 -0.09
C 0.84 -0.94 1.33 -0.24
C 0.02 -0.48 0.40 -0.22
C 2.36 -0.99 1.16 0.73
C -1.93 1.05 -1.33 0.73
C -2.32 0.36 -0.17 -0.33
H -3.39 0.43 0.10 0.25
H -2.57 2.15 -2.76 0.50
H 0.55 -1.42 2.31 0.24
H 2.48 0.50 0.06 0.48
H 0.50 0.01 -0.42 0.23
H -1.75 -0.89 1.42 0.21
```

**HOMO energy**: -10.1 eV
**Total charge**: 0
**ΔE to the lowest compared entry with this formula, charge and spin**: 27.2 kcal per mole
**Multiplicity**: 1
**Structure (SMILES)**: O=C(O)/C=C\C=C\C(=O)O
**Kohn-Sham gap**: 8.9 eV
**LUMO energy**: -1.2 eV
**Calculated total energy**: -533.16961 Eh